# 1
This record from the Open Molecules 2025 dataset describes a cluster of 9 separate species, C33H73Cl2N3O10 in total. The level of theory is ωB97M-V/def2-TZVPD.

Geometry as ORCA input:
```
! RIJCOSX wB97M-V def2-TZVPD def2/J DEFGRID3
* xyz 0 1
C -3.6346 -6.1390 0.7345
C -3.8368 -5.8042 -0.7462
C -2.5158 -5.3606 -1.3234
C -2.0853 -4.0799 -0.7753
N -1.8353 -3.0497 -0.3681
H -2.9836 -7.0081 0.8589
H -4.6071 -6.4315 1.2415
H -3.2948 -5.2152 1.3103
H -4.5631 -5.0411 -0.9111
H -4.0710 -6.7475 -1.2526
H -2.4597 -5.3302 -2.4198
H -1.6558 -6.0265 -0.9930
C 2.8384 7.2533 1.0488
C 1.9347 6.1381 1.7487
C 1.5761 4.8963 0.8944
C 2.6311 4.3070 0.0880
N 3.5742 3.8377 -0.3627
H 2.3467 7.6015 0.1858
H 3.7387 6.7250 0.7152
H 3.1756 8.0367 1.7581
H 0.9815 6.6460 2.0753
H 2.5252 5.7633 2.6347
H 0.7086 5.1268 0.2447
H 1.2862 4.1019 1.5576
C -2.5004 -2.4441 -6.9646
C -2.7212 -2.3732 -5.4610
C -1.6247 -3.0867 -4.7150
C -1.8590 -4.5003 -4.7646
N -2.1188 -5.6003 -4.8910
H -3.3871 -2.5989 -7.5838
H -1.8193 -3.3325 -7.1108
H -2.0733 -1.5444 -7.4212
H -3.6375 -2.8829 -5.0601
H -2.8173 -1.3453 -5.1573
H -1.4554 -2.7748 -3.6556
H -0.5800 -2.8491 -5.0760
C 1.5899 3.5477 5.2597
O 0.9376 2.3107 4.8566
C 0.8577 2.1533 3.4931
C -0.4283 2.5653 2.8918
O -0.6100 3.9837 2.9501
C -1.9593 4.4045 2.9551
H 2.6585 3.5735 5.0225
H 1.5391 3.6052 6.3520
H 1.1700 4.4340 4.8281
H 1.1040 1.0764 3.3656
H 1.6247 2.6207 2.8784
H -1.1468 2.0663 3.5280
H -0.5183 2.2257 1.8946
H -2.4966 3.9854 3.8247
H -2.5687 3.9487 2.0647
H -2.0100 5.5052 2.9227
C -3.8801 8.9033 0.1474
O -3.8501 7.5757 -0.2412
C -5.1018 6.8875 -0.1355
C -5.1098 5.4376 -0.5543
O -4.7184 4.6639 0.5655
C -4.8198 3.2280 0.3444
H -4.4085 9.0019 1.0587
H -4.3758 9.5138 -0.5936
H -2.8260 9.1120 0.1230
H -5.8688 7.4203 -0.6984
H -5.3216 6.8291 0.9377
H -4.5534 5.1735 -1.5060
H -6.1551 5.2472 -0.8767
H -4.2780 2.8545 -0.5367
H -5.9134 3.0683 0.4739
H -4.2970 2.7283 1.1519
C -0.3897 2.4279 -2.0467
O -0.3617 1.8312 -0.7183
C 0.2091 0.5559 -0.7445
C 1.6888 0.5148 -0.5347
O 1.8667 0.4318 0.7917
C 3.1718 0.8279 1.1498
H -1.0118 1.8133 -2.7274
H 0.6187 2.5271 -2.4581
H -0.8306 3.4271 -1.9425
H -0.0087 0.0360 -1.6604
H -0.2124 0.0568 0.1466
H 2.1018 1.4473 -1.0176
H 2.1377 -0.3482 -1.0645
H 3.2853 0.7300 2.2317
H 3.2563 1.8773 0.8949
H 3.9598 0.2317 0.6912
C 0.6075 -3.5850 1.7356
O 1.7235 -3.4005 2.5651
C 1.5831 -3.9927 3.8466
C 2.7335 -3.5954 4.7847
O 3.8938 -4.2166 4.3640
C 4.9709 -3.9269 5.1970
H -0.2335 -3.0819 2.2646
H 0.3581 -4.6422 1.5331
H 0.8736 -3.1448 0.7819
H 1.4257 -5.0816 3.6577
H 0.6627 -3.7153 4.3146
H 2.4935 -4.0001 5.8119
H 3.0138 -2.5636 4.8792
H 5.1975 -2.8692 5.1839
H 5.7718 -4.6246 4.9625
H 4.7439 -4.1351 6.2571
C 0.8876 -6.3942 -4.3917
O 0.8273 -5.0663 -3.9369
C 2.0525 -4.4920 -3.4427
C 2.0065 -3.0113 -3.0727
O 1.8706 -2.1335 -4.1780
C 2.1703 -0.8430 -3.7652
H -0.1194 -6.6847 -4.8342
H 1.0389 -7.0877 -3.5825
H 1.7302 -6.5639 -5.0230
H 2.8765 -4.6859 -4.2012
H 2.5476 -4.9693 -2.5721
H 2.8274 -2.7214 -2.3888
H 1.1129 -2.9517 -2.4393
H 3.2709 -0.6372 -3.6972
H 1.6276 -0.5485 -2.8747
H 1.7851 -0.0914 -4.4864
Cl 4.9493 -4.8502 0.3499
C 4.7940 -3.4576 1.4610
Cl 6.1790 -2.2864 1.2869
H 3.8490 -2.9818 1.3405
H 4.9696 -3.8731 2.4857
*
```

Computed properties:
**Strongest force on any atom**: 3.15 eV/Å
**Orbital gap**: 9.9887 eV
**SMILES**: CCCC#N.CCCC#N.CCCC#N.COCCOC.COCCOC.COCCOC.COCCOC.COCCOC.ClCCl
**E**: -85385.57925 eV

These are the Löwdin partial charges, in e, on atoms 1 to 2: atom 1 (C): -0.1184, atom 2 (C): -0.2564


# 2
This record from the Open Molecules 2025 dataset describes a cluster of 23 separate species, C33H73NO25S2 in total. The level of theory is ωB97M-V/def2-TZVPD.

Geometry as ORCA input:
```
! RIJCOSX wB97M-V def2-TZVPD def2/J DEFGRID3
* xyz 0 1
O 5.6926 -2.8102 1.0944
C 4.7091 -2.0302 1.1033
C 4.7888 -0.5610 1.7703
C 5.5567 -0.2920 3.0998
C 5.5256 1.1564 3.6550
C 4.7746 2.2947 2.8522
C 4.0072 2.0508 1.5274
C 4.0175 0.5698 0.9904
C 3.2203 0.1556 -0.3539
O 3.2379 0.9039 -1.3701
C 2.4640 -1.2580 -0.2768
C 1.0323 -1.5005 -0.8791
C 0.2314 -0.3235 -1.5958
C -0.3201 -0.6753 -3.0617
C -1.4068 0.4921 -3.4173
S -3.0688 -0.3306 -3.4391
C -4.3179 0.6864 -2.5395
S -5.1517 1.8324 -3.4716
N -4.6903 0.5840 -1.1224
C -4.0449 1.5669 -0.2467
C -4.5595 3.0551 -0.3330
C -4.0022 4.2013 0.5639
C -2.8941 3.8993 1.6274
C -2.3750 2.4438 1.6913
C -2.9328 1.3052 0.7961
C -4.7256 -0.7844 -0.5930
C -3.5444 -1.7710 -0.4317
C -3.6142 -3.1964 0.1652
C -5.0084 -3.7028 0.6864
C -6.2239 -2.7475 0.5285
C -6.1275 -1.3033 -0.0952
C 0.4661 -2.9582 -0.6877
C 1.2569 -4.0846 0.0616
C 0.6521 -5.5649 0.2970
C 0.4368 -5.6804 1.9166
C -1.1180 -5.6760 2.3336
O -1.2207 -5.9199 3.7850
C 2.6957 -3.8277 0.6643
C 3.2637 -2.3908 0.4765
H 6.1003 -1.1712 3.6059
H 6.0590 1.3554 4.6413
H 4.7834 3.3489 3.2906
H 3.4409 2.8431 0.9409
H 0.7948 0.6654 -1.6627
H -0.6972 -0.1172 -0.9333
H 0.4937 -0.7266 -3.8822
H -0.8324 -1.7056 -3.0598
H -1.0833 0.8995 -4.4517
H -1.2792 1.3175 -2.6399
H -5.3830 3.3669 -1.0773
H -4.4278 5.2676 0.4586
H -2.5132 4.7377 2.3030
H -1.5723 2.1622 2.4498
H -2.5034 0.2620 0.9290
H -2.5106 -1.4009 -0.7861
H -2.7016 -3.8945 0.2543
H -5.0438 -4.7462 1.1444
H -7.2468 -3.1234 0.9071
H -7.0831 -0.6885 -0.1311
H -0.5719 -3.1978 -1.1184
H -0.3792 -5.7066 -0.1799
H 1.3734 -6.3921 -0.0229
H 0.9778 -6.6111 2.3357
H 0.9154 -4.7799 2.4792
H -1.7295 -6.5035 1.8215
H -1.6015 -4.6517 2.1460
H -1.5975 -5.1016 4.1903
H 3.2220 -4.6712 1.2181
O 1.3426 -2.9203 4.0109
H 2.0226 -2.2345 4.0128
H 1.5720 -3.4790 4.7644
O 7.1166 2.4424 6.0665
H 7.1365 2.5956 7.0199
H 7.7954 3.0407 5.7186
O -3.7456 -7.9770 1.0578
H -3.8343 -8.1517 2.0024
H -3.4829 -8.8273 0.6884
O -5.6881 5.3929 -3.7023
H -5.6126 4.4406 -3.8453
H -5.6404 5.4908 -2.7434
O 5.5655 3.9120 7.5127
H 4.7272 4.2326 7.8704
H 5.3897 3.7992 6.5695
O -1.4584 4.9531 -1.2394
H -0.5916 4.9634 -0.8151
H -2.0684 4.7297 -0.5214
O 0.8785 2.9904 -1.9638
H 1.0050 3.2492 -2.8856
H 1.7272 2.6019 -1.7115
O -4.0593 7.1573 -5.5598
H -4.6584 7.4503 -6.2574
H -4.5853 6.5229 -5.0504
O 1.6263 -8.7592 -0.5894
H 1.7718 -8.5050 -1.5095
H 2.4822 -9.1033 -0.3043
O -8.0320 -2.6436 -2.4940
H -7.3169 -2.5741 -1.8457
H -8.2623 -3.5807 -2.4879
O 1.3132 0.1502 -5.7733
H 1.4607 0.4054 -6.6954
H 2.1703 -0.1896 -5.4871
O 5.8715 5.1004 2.6886
H 6.0189 5.3501 1.7673
H 6.7272 4.7579 2.9783
O 3.2772 2.3814 5.8087
H 3.9399 1.8000 5.4276
H 2.4472 1.9061 5.6822
O 8.8803 4.2472 4.5890
H 8.7354 5.1409 4.2541
H 9.8304 4.1092 4.4843
O 6.5051 4.5150 10.2044
H 5.6703 4.8361 10.5658
H 6.3252 4.4029 9.2595
O -1.4304 0.4770 -7.3626
H -0.5800 0.5359 -6.9079
H -2.0522 0.2318 -6.6655
O -5.1133 -10.1926 1.8730
H -5.9466 -9.8595 2.2281
H -5.2900 -10.3052 0.9309
O 4.4124 0.1543 -5.9753
H 4.4312 0.3121 -5.0222
H 5.0929 0.7440 -6.3221
O -2.7409 4.7347 -7.5162
H -3.2803 3.9675 -7.2889
H -2.9586 5.3851 -6.8329
O 2.9332 5.2183 3.3146
H 2.7985 6.1084 2.9673
H 3.8839 5.0694 3.2149
O -8.0333 0.5746 -4.7716
H -7.3232 0.6530 -4.1217
H -8.2615 -0.3635 -4.7552
O 1.3629 2.4573 -8.2875
H 0.5262 2.7883 -7.9345
H 1.1885 2.3416 -9.2298
*
```

Computed properties:
**Strongest force on any atom**: 5.29 eV/Å
**Orbital gap**: 7.1338 eV
**E**: -109735.23271 eV

These are the Löwdin partial charges, in e, on atoms 1 to 2: atom 1 (O): 0.0433, atom 2 (C): -0.2676


# 3
This record from the Open Molecules 2025 dataset describes a cluster of 6 separate species, C33H76BF3N4O3S in total. The level of theory is ωB97M-V/def2-TZVPD.

Geometry as ORCA input:
```
! RIJCOSX wB97M-V def2-TZVPD def2/J DEFGRID3
* xyz 2 1
B -0.1038 -0.4543 -0.1209
H -0.3640 -1.3680 0.3906
H -0.9978 0.1493 -0.1470
H 0.7383 0.0493 0.3280
H 0.1763 -0.7269 -1.1267
C 1.0219 -0.5781 6.6746
C -0.4099 -0.4177 6.3236
C -1.0216 0.9111 6.7348
N -2.4585 1.1653 6.1616
C -3.4635 0.0756 6.3605
C -2.3208 1.4764 4.6069
C -3.4090 2.4806 4.2565
C -3.7174 3.2795 5.5453
C -2.8595 2.5997 6.6219
H 1.3332 -0.1085 7.6077
H 1.6399 -0.3067 5.8187
H 1.3514 -1.6127 6.7708
H -1.0018 -1.0768 6.9588
H -0.6424 -0.5970 5.2739
H -0.4693 1.8285 6.5313
H -1.1718 0.9518 7.8136
H -4.4292 0.4025 5.9752
H -3.5421 -0.2228 7.4060
H -3.2375 -0.7308 5.6629
H -2.3816 0.5447 4.0445
H -1.3196 1.8306 4.3613
H -4.3121 1.9631 3.9330
H -3.0784 3.1661 3.4761
H -4.7428 3.1794 5.9013
H -3.5250 4.3512 5.5946
H -3.3188 2.5268 7.6077
H -1.9531 3.2050 6.6370
C -1.4099 -3.0971 -4.8590
C -2.8281 -3.6285 -4.7416
C -3.0058 -4.4817 -3.5034
N -4.4308 -4.4801 -2.8153
C -5.3938 -5.1541 -3.8890
C -5.0227 -3.1160 -2.3181
C -6.1917 -3.5257 -1.4370
C -5.7365 -4.8526 -0.7634
C -4.4747 -5.3431 -1.5323
H -1.2713 -2.1406 -4.3551
H -1.1332 -2.9483 -5.9027
H -0.6901 -3.8464 -4.5297
H -3.1150 -4.2016 -5.6233
H -3.4957 -2.7719 -4.6487
H -2.4141 -4.0394 -2.7020
H -2.7332 -5.5370 -3.4875
H -5.5567 -4.3744 -4.6330
H -6.3289 -5.3240 -3.3552
H -4.9891 -6.1424 -4.1071
H -5.2004 -2.4709 -3.1786
H -4.1847 -2.7250 -1.7410
H -7.1468 -3.6605 -1.9447
H -6.2464 -2.7388 -0.6847
H -6.4667 -5.6473 -0.6102
H -5.3038 -4.6751 0.2212
H -4.3715 -6.3926 -1.8080
H -3.5582 -5.1624 -0.9707
C 7.0313 -0.4746 -0.4848
C 6.5694 -1.7640 0.1504
C 5.4493 -2.5169 -0.6609
N 5.0915 -3.9479 -0.2140
C 4.5313 -4.0068 1.2246
C 6.2578 -4.8467 -0.3991
C 5.6667 -6.2343 -0.7825
C 4.3556 -6.0422 -1.4353
C 4.0206 -4.5699 -1.2121
H 6.1696 0.1735 -0.6448
H 7.3902 -0.7392 -1.4794
H 7.7802 0.1768 -0.0344
H 6.3539 -1.6077 1.2074
H 7.3993 -2.4689 0.2009
H 5.8125 -2.5273 -1.6886
H 4.4916 -1.9983 -0.7061
H 5.2150 -3.4583 1.8726
H 4.5510 -5.0780 1.4255
H 3.4983 -3.6602 1.1963
H 6.9939 -4.8280 0.4046
H 6.8927 -4.5092 -1.2183
H 5.6609 -7.0154 -0.0223
H 6.3970 -6.6806 -1.4574
H 3.6515 -6.8107 -1.1162
H 4.4782 -6.2102 -2.5053
H 3.0526 -4.3265 -0.7740
H 4.2240 -4.0114 -2.1257
C -3.6216 3.8337 -2.9503
C -2.4974 4.9541 -2.8659
C -1.0439 4.4043 -2.7377
N 0.0710 5.3525 -3.4058
C -0.0910 6.8307 -2.9782
C 0.0567 5.1370 -4.9614
C 1.5473 5.0526 -5.4623
C 2.2234 4.3756 -4.2559
C 1.4672 4.7662 -3.0539
H -3.3118 2.9260 -2.4325
H -3.8775 3.6168 -3.9874
H -4.5641 4.1525 -2.5053
H -2.6106 5.5760 -1.9779
H -2.6280 5.5929 -3.7394
H -0.9097 3.3887 -3.1100
H -0.6638 4.3558 -1.7173
H -0.3276 6.8572 -1.9146
H -0.9478 7.2357 -3.5167
H 0.8400 7.3636 -3.1712
H -0.3433 6.0068 -5.4826
H -0.5662 4.3050 -5.2897
H 1.8413 6.0690 -5.7243
H 1.6797 4.5720 -6.4316
H 3.2029 4.8492 -4.1897
H 2.3221 3.2953 -4.3620
H 1.9013 5.6926 -2.6778
H 1.3902 3.9335 -2.3549
C 3.7076 5.3854 3.7515
F 5.0230 5.4249 3.5661
F 3.0987 4.3652 3.1434
F 3.5988 5.1789 5.0025
S 3.0393 7.1860 3.3130
O 3.6763 7.9962 4.3387
O 3.4767 7.4881 1.8956
O 1.5445 7.0044 3.4607
*
```

Computed properties:
**Strongest force on any atom**: 4.62 eV/Å
**Orbital gap**: 6.0213 eV
**E**: -67197.73958 eV
**ΔE to the lowest compared entry with this formula, charge and spin**: 153.9 kcal/mol

These are the Löwdin partial charges, in e, on atoms 1 to 2: atom 1 (B): -0.4743, atom 2 (H): -0.1337


# 4
This record from the Open Molecules 2025 dataset describes a structure of composition C33H76NO13. The level of theory is ωB97M-V/def2-TZVPD.

Geometry as ORCA input:
```
! RIJCOSX wB97M-V def2-TZVPD def2/J DEFGRID3
* xyz -1 1
C 1.7895 0.5617 0.6127
O 1.4450 1.7963 0.0323
C 1.1431 1.7683 -1.3382
C -0.2095 2.4142 -1.6330
C -0.5364 3.5238 -0.6309
C -1.8417 3.3012 0.1524
C -1.7300 2.3656 1.3658
C -1.9185 3.0312 2.7274
C -1.0776 4.2891 2.9237
C 0.1627 3.9691 3.7513
C 1.0926 2.9775 3.0281
C 2.5744 3.1815 3.3447
C 3.4910 2.7047 2.2381
N 3.1953 3.3771 0.9636
C 3.5387 1.1619 2.0846
O 2.5215 0.4836 2.4024
O 4.6187 0.7380 1.6090
H 1.8025 0.7179 1.6803
H 2.7978 0.2799 0.3232
H 1.0748 -0.2210 0.3496
H 1.9122 2.2986 -1.8997
H 1.1555 0.7446 -1.7101
H -0.1354 2.8487 -2.6234
H -1.0038 1.6750 -1.6437
H 0.2642 3.6063 0.0925
H -0.5918 4.4835 -1.1310
H -2.1814 4.2842 0.4493
H -2.5679 2.8944 -0.5469
H -2.5361 1.6447 1.2462
H -0.8264 1.7731 1.3361
H -2.9710 3.2051 2.9218
H -1.5809 2.3332 3.4872
H -1.6543 5.0311 3.4739
H -0.7825 4.7630 1.9937
H 0.6703 4.8947 3.9949
H -0.1621 3.4961 4.6737
H 0.8297 1.9941 3.3824
H 0.9843 3.0534 1.9559
H 2.8188 2.6684 4.2697
H 2.7835 4.2333 3.5331
H 4.5030 2.9885 2.5039
H 2.4871 2.8453 0.4658
H 4.0282 3.2664 0.4000
C 5.4745 -2.2498 1.4696
O 5.3108 -3.6047 1.0179
C 5.2910 -3.7199 -0.3870
C 6.6112 -4.2264 -0.9285
O 7.6614 -3.2926 -0.7361
C 8.4847 -3.5989 0.3696
H 5.6866 -2.2839 2.5363
H 6.3016 -1.7533 0.9602
H 4.5629 -1.6725 1.3179
H 5.0281 -2.7647 -0.8516
H 4.5110 -4.4478 -0.6440
H 6.5173 -4.3865 -2.0089
H 6.8614 -5.1869 -0.4655
H 9.1264 -4.4610 0.1449
H 7.8938 -3.8088 1.2640
H 9.1159 -2.7328 0.5622
C -6.1720 -2.7351 0.8270
O -4.9733 -3.3498 0.3991
C -4.1102 -2.4620 -0.3045
C -2.9785 -1.9620 0.5590
O -3.4337 -1.1249 1.6094
C -3.4776 -1.7685 2.8679
H -6.6631 -3.4146 1.5226
H -5.9808 -1.7868 1.3352
H -6.8405 -2.5619 -0.0248
H -4.6779 -1.6205 -0.7137
H -3.6812 -3.0202 -1.1410
H -2.3098 -1.3592 -0.0634
H -2.4011 -2.8020 0.9557
H -2.4646 -1.9208 3.2558
H -3.9931 -2.7313 2.8120
H -4.0188 -1.1175 3.5534
C -0.6491 -1.8060 -3.1549
O -1.5690 -2.8240 -2.7847
C -2.2431 -3.3997 -3.8906
C -1.6546 -4.7408 -4.2666
O -0.3322 -4.6056 -4.7600
C 0.6597 -4.9400 -3.8032
H -0.0392 -1.5782 -2.2823
H 0.0058 -2.1280 -3.9674
H -1.1838 -0.8979 -3.4547
H -2.2256 -2.7213 -4.7494
H -3.2887 -3.5438 -3.5960
H -2.2588 -5.1811 -5.0669
H -1.6816 -5.4216 -3.4108
H 0.7001 -6.0251 -3.6577
H 0.4749 -4.4521 -2.8440
H 1.6199 -4.6023 -4.1894
C 2.1142 0.4516 -7.1381
O 1.6178 -0.6590 -6.4143
C 0.5167 -1.2965 -7.0415
C 0.9299 -2.5658 -7.7494
O 1.7736 -2.3038 -8.8626
C 3.1422 -2.5425 -8.5920
H 3.0661 0.7363 -6.6933
H 2.2736 0.2086 -8.1916
H 1.4240 1.2988 -7.0603
H 0.0195 -0.6145 -7.7382
H -0.1970 -1.5552 -6.2527
H 0.0330 -3.0612 -8.1340
H 1.4143 -3.2498 -7.0472
H 3.3405 -3.6188 -8.5371
H 3.4576 -2.0690 -7.6594
H 3.7207 -2.1219 -9.4132
C -5.3646 5.2658 7.6254
O -6.1493 4.1065 7.4119
C -6.3600 3.8210 6.0370
C -5.4472 2.7209 5.5444
O -4.0903 3.1241 5.5544
C -3.3561 2.6092 6.6500
H -5.0841 5.2857 8.6774
H -4.4570 5.2569 7.0179
H -5.9446 6.1679 7.3996
H -6.2257 4.7222 5.4317
H -7.3995 3.4932 5.9303
H -5.7087 2.4854 4.5072
H -5.5871 1.8141 6.1411
H -3.1616 1.5400 6.5115
H -3.8814 2.7632 7.5963
H -2.4032 3.1344 6.6844
*
```

Computed properties:
**Strongest force on any atom**: 13.29 eV/Å
**Orbital gap**: 5.1326 eV
**E**: -63551.19335 eV
**ΔE to the lowest compared entry with this formula, charge and spin**: 113.4 kcal/mol

These are the Löwdin partial charges, in e, on atoms 1 to 2: atom 1 (C): -0.1328, atom 2 (O): -0.2595